Here is a cluster of 14 separate species, C51H74O42 in total at a distorted geometry from OMol25. Energies are from ωB97M-V with the def2-TZVPD basis set.

```
167
Properties=species:S:1:pos:R:3:forces:R:3:mulliken_charge:R:1
C 17.1131 -23.3522 -18.1449 0.453 0.020 0.237 -0.1079
C 17.9207 -24.4802 -17.4772 -0.662 -0.244 0.291 -0.4580
O 18.5256 -23.8590 -16.3346 -0.151 0.164 -0.193 -0.4413
C 18.0937 -22.5815 -16.2289 0.768 0.002 -0.129 0.2782
O 18.3938 -21.8521 -15.3349 -0.121 -0.084 0.091 -0.1946
O 17.3844 -22.2168 -17.3031 -0.271 0.026 -0.148 -0.0063
H 16.0374 -23.4984 -18.1304 -0.007 -0.212 -0.147 0.3339
H 17.4759 -23.1641 -19.1526 -0.198 0.249 -0.030 -0.0748
H 18.6684 -24.9197 -18.1313 0.194 0.137 0.091 0.3199
H 17.2745 -25.2694 -17.0937 0.043 -0.071 -0.150 0.2941
C 20.1139 -14.0735 -12.6183 0.082 0.197 -0.202 0.6816
C 20.9313 -12.8761 -12.1552 1.163 -0.221 -0.081 0.3183
O 19.9422 -11.8767 -11.9100 -0.279 0.107 0.477 -0.3922
C 18.7834 -12.4937 -11.6262 0.050 -0.074 -0.470 0.5479
O 17.8048 -11.9933 -11.1663 0.158 0.168 0.106 -0.5690
O 18.8430 -13.7873 -12.0108 -0.223 -0.446 0.029 -0.4164
H 20.4641 -15.0434 -12.2719 0.083 0.100 0.243 -0.1014
H 20.0052 -14.1604 -13.7007 -0.136 0.254 0.006 -0.3051
H 21.6726 -12.4728 -12.8424 -0.368 -0.129 -0.421 0.2388
H 21.5178 -13.0981 -11.2594 -0.590 0.196 0.134 0.0340
C 13.1438 -19.6020 -16.7125 0.145 -0.493 -0.155 0.1079
C 12.9663 -20.8007 -15.7902 0.491 0.136 -0.342 -0.2717
O 13.3052 -20.2416 -14.5198 -0.059 0.141 -0.099 -0.3359
C 13.2159 -18.8754 -14.6043 0.248 -0.362 0.145 0.6546
O 13.4500 -18.1486 -13.6992 -0.168 0.075 0.092 -0.4711
O 12.8752 -18.5020 -15.8530 -0.186 0.113 -0.094 -0.3009
H 12.4935 -19.6598 -17.5818 -0.194 0.462 0.133 0.4240
H 14.1813 -19.5127 -17.0464 -0.017 -0.047 -0.050 -0.2501
H 13.6828 -21.5729 -16.0694 -0.060 -0.134 0.301 0.2024
H 11.9591 -21.2142 -15.7786 -0.072 0.120 0.103 0.2762
C 23.2834 -15.1845 -15.4109 -0.198 -0.406 -0.013 0.8710
C 23.0546 -14.9408 -16.9075 0.813 0.328 0.840 0.1607
O 23.1682 -13.5057 -16.9510 -0.655 0.211 -0.239 -0.4747
C 22.7371 -13.0046 -15.7682 -0.144 -0.763 -0.072 0.4748
O 22.4508 -11.8758 -15.5533 0.057 0.235 0.053 -0.5586
O 22.6394 -14.0216 -14.8772 0.228 0.397 0.357 0.0219
H 24.3233 -15.2580 -15.0840 0.057 0.393 -0.154 -0.1100
H 22.7615 -16.0408 -14.9904 -0.084 -0.035 -0.241 -0.6464
H 22.0567 -15.3147 -17.1448 -0.001 0.363 -0.535 -0.0881
H 23.8327 -15.2480 -17.5981 -0.144 -0.643 0.070 0.3125
C 23.5837 -16.5292 -11.9418 -0.484 -0.364 0.358 0.7721
C 23.2413 -17.0603 -10.5377 0.314 -0.017 -0.311 -0.2410
O 23.1862 -15.8844 -9.7301 0.135 0.246 -0.058 -0.3849
C 23.2922 -14.7775 -10.5031 -0.098 -0.598 0.327 0.5020
O 23.1407 -13.6700 -10.0950 0.280 0.106 0.018 -0.6156
O 23.5513 -15.1091 -11.7788 -0.083 0.301 -0.147 -0.3174
H 22.8058 -16.8361 -12.6383 0.219 0.148 -0.243 -0.3617
H 24.5676 -16.8314 -12.2852 0.017 0.044 -0.066 0.0981
H 24.0192 -17.7366 -10.1952 -0.124 0.035 0.309 0.3491
H 22.2704 -17.5471 -10.4898 0.032 -0.083 -0.039 0.2288
C 16.0777 -19.7944 -11.8386 0.073 0.076 -0.195 -1.1072
C 15.3612 -20.8085 -10.9846 -0.376 0.483 -0.159 0.4817
C 15.4430 -22.2569 -11.4726 0.699 0.578 -0.225 -0.0785
O 15.7907 -22.9823 -10.2995 -0.450 -0.314 -0.141 -0.3868
C 16.0800 -22.1365 -9.2831 0.260 0.278 -0.053 0.6014
O 16.4519 -22.4903 -8.2147 -0.040 -0.014 0.111 -0.5241
O 15.9365 -20.8467 -9.6711 -0.110 -0.542 -0.045 -0.4044
H 17.1566 -19.9603 -11.8221 -0.015 -0.124 -0.053 0.3228
H 15.8888 -18.7752 -11.5056 -0.061 -0.042 0.103 0.4041
H 15.7089 -19.8674 -12.8643 0.055 -0.011 -0.001 0.1256
H 14.3137 -20.5132 -10.8845 0.022 0.006 0.124 0.2288
H 16.2434 -22.3765 -12.2095 0.047 -0.036 0.069 0.0785
H 14.5169 -22.5805 -11.9414 -0.115 -0.282 0.378 0.2633
C 21.9315 -22.3116 -14.9874 1.270 -0.618 -0.602 -1.4083
C 21.3594 -21.4180 -13.9243 -0.757 -0.128 -0.042 1.8705
C 21.0694 -22.1630 -12.6092 0.678 0.635 0.446 -0.3929
O 21.8818 -21.4583 -11.6413 -0.007 -0.132 -0.186 -0.4057
C 22.6222 -20.5155 -12.2451 -0.437 0.106 0.029 0.3476
O 23.4351 -19.8437 -11.6967 0.212 0.152 -0.035 -0.5279
O 22.2835 -20.3964 -13.5484 0.415 -0.203 0.054 -0.0255
H 22.5847 -21.8033 -15.7046 -0.464 0.509 0.006 0.0415
H 21.1886 -22.8625 -15.5622 -0.247 0.100 0.202 0.1808
H 22.6376 -23.0505 -14.5865 -0.309 -0.033 0.351 0.5332
H 20.4498 -20.9336 -14.2756 0.098 0.127 -0.117 -0.7117
H 21.4498 -23.1812 -12.6174 -0.379 -0.169 -0.085 0.2766
H 20.0404 -22.0769 -12.2770 -0.087 -0.260 -0.098 0.3202
C 15.7061 -12.7884 -20.5872 -0.573 -0.049 0.498 -1.3722
C 16.9201 -12.5328 -19.7420 0.814 -0.103 -0.586 0.4848
C 16.9419 -13.2224 -18.3750 0.463 0.741 -0.435 -0.2912
O 18.3053 -13.6572 -18.2502 -0.288 -0.353 0.285 -0.0986
C 18.9031 -13.6482 -19.4455 0.077 0.549 -0.543 0.5099
O 19.9986 -14.0632 -19.6646 0.192 -0.387 0.056 -0.5027
O 18.1320 -13.0546 -20.3794 -0.461 -0.352 0.351 -0.3831
H 15.6968 -12.1829 -21.4888 0.024 -0.048 -0.049 0.3869
H 14.8357 -12.5288 -19.9729 0.006 0.233 -0.184 0.3909
H 15.5471 -13.8406 -20.8233 0.360 -0.076 -0.092 0.2168
H 17.1251 -11.4636 -19.6737 -0.271 0.038 0.267 0.2826
H 16.2641 -14.0708 -18.3381 -0.055 -0.114 0.218 0.1228
H 16.7754 -12.4823 -17.5978 -0.292 -0.292 0.240 0.2685
C 23.5431 -18.5701 -16.4476 0.123 -0.114 -0.604 -0.6031
C 24.6944 -18.9780 -15.5634 -0.122 -0.461 0.111 0.8139
C 26.0265 -19.3470 -16.2437 -0.481 0.252 -0.146 -0.4725
O 26.9143 -18.3056 -15.8544 0.267 -0.289 -0.067 -0.3953
C 26.3329 -17.5109 -14.9412 -0.713 0.469 -0.185 0.2745
O 26.8217 -16.5436 -14.4623 0.300 0.008 0.227 -0.5307
O 25.0482 -17.8874 -14.7110 0.357 -0.315 0.108 0.1888
H 23.5148 -19.2397 -17.3144 -0.183 -0.079 0.107 0.4094
H 23.6715 -17.5678 -16.8579 0.063 0.040 0.101 -0.0397
H 22.6025 -18.6305 -15.9030 -0.034 0.077 -0.016 0.0743
H 24.3642 -19.8318 -14.9702 0.043 0.235 0.346 -0.3094
H 25.9339 -19.3557 -17.3301 0.132 0.052 -0.012 0.2971
H 26.3956 -20.3131 -15.9048 0.168 0.063 0.050 0.3078
C 16.7554 -19.8971 -20.5666 1.421 0.299 -0.075 -1.4262
C 16.7321 -18.4154 -20.2852 -1.037 -0.348 -0.389 1.5362
C 15.6979 -17.6321 -21.1230 0.874 0.732 -0.065 -0.3980
O 14.8951 -16.9520 -20.1518 0.076 -0.488 -0.301 -0.4103
C 15.3124 -17.2800 -18.9099 -0.572 0.633 0.017 0.1577
O 14.8634 -16.7502 -17.9398 0.215 -0.301 0.290 -0.5287
O 16.2531 -18.2288 -18.9279 0.318 0.271 -0.185 0.3479
H 17.4337 -20.3419 -19.8361 -0.425 -0.270 0.184 -0.0524
H 17.2953 -20.0748 -21.5008 -0.381 -0.015 -0.185 0.4504
H 15.7728 -20.3572 -20.5870 -0.062 0.013 0.096 0.4424
H 17.7024 -17.9353 -20.4003 0.187 -0.239 0.353 -0.6036
H 15.1363 -18.2342 -21.8341 -0.411 -0.131 0.398 0.2830
H 16.2054 -16.8523 -21.6960 -0.054 -0.092 -0.091 0.3133
C 17.3273 -18.6106 -15.6022 0.439 0.472 -0.342 -1.0162
C 18.5274 -18.0457 -16.3585 -1.156 -0.798 0.320 1.7985
C 18.6223 -16.5285 -16.4247 0.459 -0.550 0.487 0.3421
O 19.4621 -16.2669 -15.2873 0.210 0.512 0.104 -0.1242
C 20.1293 -17.3674 -14.9119 -0.020 0.208 -0.855 -0.2724
O 21.0343 -17.3473 -14.1349 -0.006 -0.421 0.302 -0.1857
O 19.6880 -18.4481 -15.5968 0.568 0.588 -0.025 0.4291
H 17.4106 -19.6953 -15.5989 -0.318 -0.026 -0.189 -0.3694
H 16.4413 -18.2196 -16.1064 -0.269 -0.320 0.269 0.2098
H 17.3705 -18.3000 -14.5561 -0.205 0.261 -0.049 0.3530
H 18.5673 -18.4776 -17.3558 0.298 -0.062 0.033 -0.5214
H 17.7028 -15.9773 -16.2555 -0.196 -0.193 -0.199 -0.1907
H 19.1209 -16.2382 -17.3469 0.056 0.344 0.109 -0.6031
C 21.1470 -15.3436 -22.7176 -0.241 0.150 -0.390 -1.3902
C 21.5963 -16.6428 -22.1032 0.475 0.198 -0.138 0.4550
C 22.7841 -16.5783 -21.1352 -0.280 -0.773 0.853 -0.6339
O 22.1594 -16.6892 -19.8298 0.186 0.014 -0.065 -0.1412
C 20.9277 -17.1797 -19.9765 -0.486 1.112 -0.261 -0.3370
O 20.1948 -17.4848 -19.0849 0.055 -0.484 0.246 0.3075
O 20.5487 -17.1720 -21.2698 0.168 -0.502 -0.071 -0.2105
H 20.7194 -14.6768 -21.9687 0.133 0.034 0.033 0.2239
H 20.3966 -15.5428 -23.4861 -0.139 -0.035 0.188 0.3761
H 21.9563 -14.8463 -23.2547 0.174 -0.025 0.237 0.4254
H 21.8267 -17.3732 -22.8795 -0.197 -0.060 0.014 0.2788
H 23.4118 -15.6947 -21.1498 -0.173 0.157 -0.123 0.3386
H 23.3900 -17.4853 -21.1851 0.250 0.211 -0.439 0.3121
C 20.8914 -21.0443 -18.2281 -0.257 0.868 0.462 -0.2313
C 21.0020 -21.2436 -19.7156 -0.634 -0.724 0.496 0.6330
C 21.5825 -22.6197 -20.0866 0.608 -0.167 -0.352 -0.5096
O 20.5781 -23.2533 -20.8851 0.029 0.268 -0.094 -0.4073
C 19.4854 -22.4621 -20.9588 0.179 -0.589 0.313 0.2892
O 18.4891 -22.7560 -21.5398 -0.114 0.132 -0.048 -0.5542
O 19.6508 -21.3656 -20.2116 -0.087 0.559 -0.316 0.2133
H 20.4132 -21.9005 -17.7516 0.333 -0.202 -0.010 0.1088
H 20.2523 -20.1922 -17.9751 0.011 0.058 -0.338 -0.4244
H 21.8446 -20.7884 -17.7652 0.111 -0.416 -0.031 0.1044
H 21.4616 -20.3971 -20.2209 0.123 -0.060 -0.072 0.1102
H 21.7946 -23.2574 -19.2280 -0.226 0.137 0.166 0.2715
H 22.5030 -22.5824 -20.6699 -0.082 0.193 -0.080 0.3176
C 14.9986 -14.9631 -13.8301 0.330 0.241 -1.055 -1.1231
C 14.6361 -13.5014 -13.8698 0.135 0.240 0.356 0.7506
C 15.4389 -12.5895 -12.9327 -0.905 -0.442 0.211 -0.3479
O 14.4445 -11.6654 -12.4451 0.077 0.215 -0.289 -0.3838
C 13.2200 -12.1579 -12.6813 -0.152 -0.286 -0.358 0.5805
O 12.1901 -11.6653 -12.3502 0.054 0.118 0.196 -0.5641
O 13.2975 -13.3181 -13.3880 0.027 0.162 -0.103 -0.4002
H 15.1308 -15.3193 -12.8138 -0.100 -0.202 -0.020 0.4070
H 15.9141 -15.0903 -14.4218 0.243 0.013 0.450 0.1308
H 14.2790 -15.5375 -14.4133 -0.293 -0.107 0.467 0.2891
H 14.7112 -13.1112 -14.8911 -0.290 -0.084 -0.044 0.1558
H 16.2136 -12.0424 -13.4547 0.229 0.039 0.300 0.2086
H 15.7675 -13.1380 -12.0538 0.578 0.049 -0.170 0.2680
```
Forces are in eV/Å.

Properties
E_LUMO in eV: -0.73
E in eV: -140086.0090
ΔE to the lowest compared entry with this formula, charge and spin in kcal/mol: 0.0
HOMO level in eV: -9.97

Here is an isolated molecule of C2H7N5 at a distorted geometry from OMol25. Energies are from ωB97M-V with the def2-TZVPD basis set.

```
14
Properties=species:S:1:pos:R:3:forces:R:3:nbo_charge:R:1
N -2.0005 -0.5608 -0.3388 -0.396 0.153 -0.368 -0.6346
N -0.8536 -0.2304 0.3517 1.864 -0.871 -0.521 -0.1534
C -0.6436 1.1387 0.5819 0.174 0.138 -0.354 -0.1178
C 0.5296 1.5583 0.1119 -0.323 -0.213 0.050 -0.1075
N 1.2479 0.5088 -0.4998 0.272 -0.102 0.034 -0.4960
N 0.4737 -0.6919 -0.3580 -1.462 0.662 0.366 -0.0382
N 1.0571 -1.5825 0.5416 0.121 -0.399 0.276 -0.6540
H -2.0176 -0.2183 -1.3040 0.206 -0.065 0.236 0.3313
H -2.1111 -1.5680 -0.3354 0.042 0.149 0.092 0.3652
H -1.3916 1.6832 1.1212 -0.112 0.146 0.128 0.2271
H 0.9941 2.5215 0.1999 -0.032 0.221 0.056 0.2162
H 1.4787 0.6806 -1.4772 -0.222 -0.097 0.194 0.3679
H 1.4721 -1.1162 1.3494 -0.035 0.082 -0.214 0.3380
H 1.7648 -2.1232 0.0555 -0.096 0.197 0.026 0.3559
```
Forces are in eV/Å.

Properties
SMILES: NN1C=CNN1N
E_LUMO in eV: 1.14
E in eV: -9634.0418
ΔE to the lowest compared entry with this formula, charge and spin in kcal/mol: 92.2
HOMO level in eV: -7.88

Here is a cluster of 2 separate species, C9H16F2N3O in total at a distorted geometry from OMol25. Energies are from ωB97M-V with the def2-TZVPD basis set.

```
31
Properties=species:S:1:pos:R:3:forces:R:3:nbo_charge:R:1
C 2.6163 0.5134 0.3157 -0.001 1.773 -0.945 0.4596
C 0.3944 -1.6307 -0.1414 2.525 1.161 1.538 0.5430
C -1.2633 1.0478 1.1441 -0.029 -0.121 -0.207 -0.4428
C -3.0112 -0.3854 0.0738 0.154 0.406 -0.351 -0.4344
C -0.7687 -0.3507 1.5292 0.100 0.641 0.473 -0.2033
C -2.0099 -1.4824 -0.2733 -0.381 -0.246 -0.175 -0.2365
C -2.3056 0.9723 0.0108 -0.266 0.025 0.493 0.0949
C 3.0736 2.1868 -1.2885 -0.029 0.847 -0.238 -0.4575
C 2.6437 -0.8119 0.8333 -1.726 -2.082 -0.796 0.3341
N 3.0748 0.8606 -0.7990 0.009 -1.527 1.024 -0.3399
N -0.7048 -1.2048 0.3544 -0.446 -0.309 -0.344 -0.4171
N 0.6793 -2.4173 -1.1337 -0.384 -0.421 -0.573 -0.7948
O -1.6817 1.0667 -1.2576 0.042 -0.101 -0.256 -0.7385
F 1.9824 1.3760 1.1775 0.284 -0.495 -0.150 -0.3369
F 3.3236 -1.7335 0.1816 0.060 0.527 0.201 -0.2775
H -1.6859 1.5298 2.0233 -0.027 0.006 0.087 0.2343
H -0.4235 1.6542 0.8020 -0.053 0.012 0.036 0.2272
H -3.8208 -0.4135 -0.6570 0.010 -0.063 0.088 0.2489
H -3.4399 -0.5214 1.0652 -0.036 -0.047 0.023 0.2226
H 0.2174 -0.2871 1.9852 -0.107 -0.155 -0.029 0.2239
H -1.4508 -0.8155 2.2438 0.085 -0.051 -0.017 0.2149
H -2.3671 -2.4599 0.0639 0.043 0.033 -0.080 0.2224
H -1.8647 -1.4947 -1.3543 0.026 -0.054 0.046 0.2231
H -3.0444 1.7740 0.1316 0.109 -0.128 -0.022 0.1950
H 4.1157 2.5164 -1.3431 -0.088 0.034 -0.011 0.2453
H 2.4997 2.8926 -0.6826 0.041 -0.025 -0.113 0.2012
H 2.7089 2.1590 -2.3169 -0.020 0.119 0.059 0.2337
H 2.4432 -1.0486 1.8678 0.067 0.068 0.062 0.2140
H 1.6456 -2.5700 -1.3903 -0.055 0.066 0.102 0.4363
H -0.0193 -2.9149 -1.6804 0.091 0.115 0.080 0.4177
H -1.5570 1.9927 -1.4852 0.002 -0.009 -0.006 0.4875
```
Forces are in eV/Å.

Properties
E_LUMO (alpha / beta) in eV: -5.28 / -4.90
E in eV: -21535.9710
ΔE to the lowest compared entry with this formula, charge and spin in kcal/mol: 0.0
HOMO level (alpha / beta) in eV: -12.73 / -13.36
Charge: +1

Q: Look up the ΔE to the lowest compared entry with this formula, charge and spin of the second one.
A: 92.2 kcal/mol

Repeat the second record exactly.
Here is an isolated molecule of C2H7N5 at a distorted geometry from OMol25. Energies are from ωB97M-V with the def2-TZVPD basis set.

```
14
Properties=species:S:1:pos:R:3:forces:R:3:nbo_charge:R:1
N -2.0005 -0.5608 -0.3388 -0.396 0.153 -0.368 -0.6346
N -0.8536 -0.2304 0.3517 1.864 -0.871 -0.521 -0.1534
C -0.6436 1.1387 0.5819 0.174 0.138 -0.354 -0.1178
C 0.5296 1.5583 0.1119 -0.323 -0.213 0.050 -0.1075
N 1.2479 0.5088 -0.4998 0.272 -0.102 0.034 -0.4960
N 0.4737 -0.6919 -0.3580 -1.462 0.662 0.366 -0.0382
N 1.0571 -1.5825 0.5416 0.121 -0.399 0.276 -0.6540
H -2.0176 -0.2183 -1.3040 0.206 -0.065 0.236 0.3313
H -2.1111 -1.5680 -0.3354 0.042 0.149 0.092 0.3652
H -1.3916 1.6832 1.1212 -0.112 0.146 0.128 0.2271
H 0.9941 2.5215 0.1999 -0.032 0.221 0.056 0.2162
H 1.4787 0.6806 -1.4772 -0.222 -0.097 0.194 0.3679
H 1.4721 -1.1162 1.3494 -0.035 0.082 -0.214 0.3380
H 1.7648 -2.1232 0.0555 -0.096 0.197 0.026 0.3559
```
Forces are in eV/Å.

Properties
SMILES: NN1C=CNN1N
E_LUMO in eV: 1.14
E in eV: -9634.0418
ΔE to the lowest compared entry with this formula, charge and spin in kcal/mol: 92.2
HOMO level in eV: -7.88